Below is a molecular structure, C30H72AlF2N7O24P2S2, with properties calculated with the ωB97M-V functional and the def2-TZVPD basis.

```
! wB97M-V def2-TZVPD RIJCOSX def2/J DEFGRID3
* xyz 2 1
Al 13.0983 23.7164 -0.0539
N 15.7869 21.3986 -2.1665
S 16.6832 20.2027 -1.8207
O 18.1273 20.5057 -1.7765
O 16.4042 18.7997 -2.1457
F 16.2352 20.2682 -0.2573
S 16.2758 21.2317 -3.8014
O 15.6772 20.1834 -4.6260
O 17.5324 21.7404 -4.2399
F 15.3286 22.4148 -4.2020
O 16.0844 26.3025 -10.2140
P 15.2956 25.5557 -11.1982
N 13.6040 25.8933 -10.8281
C 12.5452 24.9911 -11.3430
C 13.0998 27.0711 -10.3277
N 15.2919 23.8468 -11.1136
C 15.3599 23.3177 -9.7515
C 16.0160 22.9322 -12.0317
N 15.5748 26.0222 -12.7982
C 16.9823 26.2102 -13.3170
C 14.5659 25.9225 -13.8313
H 12.1175 24.5111 -10.4628
H 12.8089 24.3408 -12.1771
H 11.7046 25.5660 -11.7316
H 12.4677 26.9644 -9.4461
H 12.5232 27.6894 -11.0157
H 13.8566 27.6897 -9.8454
H 16.3764 23.4532 -9.3821
H 14.7380 23.9667 -9.1350
H 14.9870 22.3051 -9.5974
H 15.6227 21.9159 -12.0566
H 15.9451 23.3655 -13.0293
H 17.0404 23.0356 -11.6740
H 17.7592 25.7325 -12.7201
H 17.1076 25.9090 -14.3571
H 17.2142 27.2752 -13.3217
H 14.5132 24.8421 -13.9653
H 14.8723 26.3050 -14.8049
H 13.6039 26.3811 -13.6024
O 20.1083 14.4744 4.6238
P 18.7685 15.0907 4.4931
N 18.0015 15.6970 5.9057
C 18.8000 16.0460 7.0193
C 16.5150 15.9656 5.9907
N 17.5695 14.0598 3.9297
C 16.5100 14.4467 3.0210
C 17.6341 12.6566 4.2934
N 18.7352 16.4515 3.4279
C 19.3186 16.2416 2.0401
C 18.7718 17.8160 3.8986
H 18.2872 15.8887 7.9682
H 19.0506 17.1038 7.1000
H 19.7342 15.4846 7.0040
H 15.9432 15.0615 5.7814
H 16.2550 16.6419 5.1764
H 16.2853 16.4638 6.9326
H 17.0019 14.7815 2.1077
H 15.8684 13.5940 2.7989
H 15.8556 15.2796 3.2780
H 16.9306 12.0744 3.6982
H 18.6483 12.2602 4.2458
H 17.2204 12.6271 5.3014
H 20.0558 17.0351 1.9168
H 19.7985 15.2727 1.9026
H 18.5172 16.4104 1.3209
H 17.7389 18.0728 4.1338
H 19.2455 18.4452 3.1450
H 19.3360 17.9442 4.8224
C 12.0136 16.8137 -1.3492
O 11.2034 17.3882 -2.3190
C 10.9660 18.7106 -2.3810
O 11.3775 19.5555 -1.5860
O 10.2528 19.0632 -3.4439
C 9.4853 18.1914 -4.2577
H 12.1561 15.7444 -1.5058
H 11.5854 16.8775 -0.3489
H 12.9762 17.3238 -1.3123
H 8.6928 18.7947 -4.7004
H 9.0244 17.3211 -3.7905
H 10.0330 17.7112 -5.0687
C 9.5437 26.9418 -4.3931
O 9.9391 25.9616 -5.4053
C 10.4139 24.7060 -5.0932
O 10.8044 24.2869 -4.0124
O 10.4338 23.9743 -6.2732
C 10.9219 22.6754 -6.3779
H 10.0406 27.8736 -4.6632
H 9.6806 26.5306 -3.3930
H 8.4762 27.1462 -4.4746
H 11.7509 22.5064 -7.0652
H 10.0778 22.0270 -6.6125
H 11.3077 22.3686 -5.4058
C 19.1377 24.1790 0.3783
O 19.5238 23.8019 1.6657
C 18.5776 23.3931 2.5044
O 17.3760 23.2938 2.2860
O 19.3036 23.0450 3.6142
C 18.7196 22.6709 4.8823
H 19.8963 24.6987 -0.2070
H 18.2619 24.8225 0.2958
H 19.1832 23.2545 -0.1974
H 18.3373 23.5387 5.4197
H 19.5168 22.1955 5.4537
H 17.8777 22.0220 4.6407
C 15.6649 13.7292 -3.6589
O 15.5631 12.3149 -3.7079
C 15.2211 11.7045 -2.5100
O 14.9843 12.2881 -1.4842
O 15.0904 10.4187 -2.8202
C 14.7680 9.5143 -1.7297
H 16.4615 14.0117 -2.9706
H 14.8222 14.2478 -3.2018
H 15.9058 13.9921 -4.6889
H 13.7232 9.6504 -1.4505
H 15.1466 9.7899 -0.7454
H 14.9435 8.4577 -1.9319
C 15.3274 28.1160 -5.0795
O 16.2380 28.1711 -4.0010
C 16.0716 27.7434 -2.7684
O 15.2329 27.0224 -2.3528
O 17.0593 28.1842 -2.0204
C 18.0304 29.1404 -2.4618
H 14.8473 27.1378 -5.1031
H 15.8962 28.2880 -5.9933
H 14.6691 28.9631 -4.8866
H 18.5136 28.8914 -3.4066
H 18.8309 29.4690 -1.7989
H 17.4615 30.0297 -2.7330
C 23.9535 27.8601 -6.9053
O 23.3124 27.2725 -5.7376
C 22.0484 26.7528 -5.8170
O 21.4087 26.2834 -4.8930
O 21.6589 26.6668 -7.1225
C 20.5085 25.8613 -7.4800
H 23.1820 28.2979 -7.5388
H 24.4721 27.0252 -7.3767
H 24.7084 28.6203 -6.7044
H 20.5455 24.8141 -7.1796
H 20.2968 25.9548 -8.5451
H 19.6114 26.2858 -7.0293
*
```

Calculated values
E_LUMO = -10.963 eV
calculated total energy = -5295.6593 a.u.

These are the Mulliken partial charges, in e, on atoms 1 to 8: atom 1 (Al): 1.014, atom 2 (N): -0.110, atom 3 (S): 1.061, atom 4 (O): -0.543, atom 5 (O): -0.506, atom 6 (F): -0.326, atom 7 (S): 1.028, atom 8 (O): -0.563

Below is 2 unconnected molecules or ions with the total composition C14H14N4P, with properties calculated with the ωB97M-V functional and the def2-TZVPD basis.

```
! wB97M-V def2-TZVPD RIJCOSX def2/J DEFGRID3
* xyz 1 1
C -3.2957 1.5168 2.3477
C -2.5274 0.9032 1.6583
C -1.5421 0.5885 0.6483
C -1.9546 0.2126 -0.6332
C -0.9918 -0.0553 -1.6016
C 0.3438 0.0566 -1.2496
N 0.7111 0.3904 -0.0081
C 2.1254 0.4656 0.2725
C 2.7314 -0.4142 1.1868
C 4.0962 -0.2233 1.3328
C 4.7972 0.7695 0.6492
N 4.1993 1.6111 -0.1945
C 2.9048 1.4249 -0.3606
C -0.1855 0.6655 0.9669
P 0.4001 1.0843 2.6801
N 0.7374 -0.2135 3.5000
H -3.9720 2.0629 2.9619
H -3.0038 0.1291 -0.8725
H -1.2620 -0.3426 -2.6083
H 1.0957 -0.1326 -2.0001
H 2.1776 -1.1635 1.7328
H 4.6376 -0.8662 2.0137
H 5.8598 0.8601 0.8198
H 2.4009 2.0916 -1.0594
H -0.6217 1.8553 3.2642
H 1.5537 1.8708 2.4845
H 0.1739 -0.2867 4.3382
C -3.9654 -2.7530 -3.4016
C -3.1506 -1.7920 -4.1475
N -2.5232 -1.0455 -4.7529
H -5.0140 -2.4687 -3.4597
H -3.8415 -3.7466 -3.8269
H -3.6565 -2.7725 -2.3580
*
```

Calculated values
E_LUMO = -4.652 eV
energy relative to the best compared isomer or geometry (same formula, charge and spin) = 6.5 kcal per mole
calculated total energy = -1101.8925 a.u.

These are the Mulliken partial charges, in e, on atoms 1 to 8: atom 1 (C): -0.217, atom 2 (C): -1.169, atom 3 (C): 1.084, atom 4 (C): -0.181, atom 5 (C): -0.651, atom 6 (C): -0.059, atom 7 (N): 0.375, atom 8 (C): -0.703

Below is 2 unconnected molecules or ions with the total composition ClH3NO2P, with properties calculated with the ωB97M-V functional and the def2-TZVPD basis.

```
! wB97M-V def2-TZVPD RIJCOSX def2/J DEFGRID3
* xyz 0 1
N -0.1604 -1.0336 0.4050
P -1.0178 0.3188 -0.0404
O -2.4635 0.2501 0.1328
O -0.2139 1.4111 -0.6152
H -0.8634 -1.5669 0.6727
H 0.7824 -1.1087 0.7115
Cl 2.5317 0.5309 -0.6787
H 1.4049 1.1984 -0.5878
*
```

Calculated values
E_LUMO = -0.305 eV
SMILES = NP(=O)=O.Cl
energy relative to the best compared isomer or geometry (same formula, charge and spin) = 8.3 kcal per mole
calculated total energy = -1008.6398 a.u.

Which charges does Mulliken predict for the atoms? In e, they are: atom 1 (N): -0.351, atom 2 (P): 0.978, atom 3 (O): -0.526, atom 4 (O): -0.598, atom 5 (H): 0.256, atom 6 (H): 0.256, atom 7 (Cl): -0.361, atom 8 (H): 0.346

Number 1: M 1105.99 g/mol, Kohn-Sham gap 0.851 eV. Number 2: M 269.27 g/mol, Kohn-Sham gap 7.781 eV. Number 3: M 115.46 g/mol, Kohn-Sham gap 11.020 eV.